# 1
Entry from OMol25: a cluster of 8 separate species, C28H54Cl6F6NO8P in total at a distorted geometry (ωB97M-V with the def2-TZVPD basis set).

* gap between HOMO and LUMO: 7.8 eV
* HOMO level: -9.78 eV
* total energy: -5457.74366 hartree

```
104
Properties=species:S:1:pos:R:3:forces:R:3:mulliken_charge:R:1
C -4.450 -4.826 32.133 -0.327 0.258 -0.755 -1.22
C -4.292 -4.865 30.601 -0.346 -0.341 -0.646 0.18
C -5.626 -5.379 30.041 0.042 0.497 0.182 -0.94
N -5.810 -5.406 28.518 0.195 0.290 0.470 1.32
C -5.632 -3.947 27.914 -0.316 -2.053 0.319 -0.68
C -7.216 -5.918 28.235 0.095 -0.872 0.333 -0.25
C -7.185 -6.591 26.866 1.157 0.023 0.568 0.00
C -5.672 -7.062 26.709 -0.481 0.971 -0.444 -0.73
C -4.892 -6.496 27.898 -0.465 1.328 0.309 -0.79
H -3.511 -4.686 32.668 -0.132 -0.093 -0.073 0.40
H -4.944 -5.758 32.409 0.327 -0.134 0.353 0.39
H -5.161 -4.048 32.413 0.160 0.182 0.085 0.19
H -3.523 -5.590 30.336 0.180 -0.071 0.012 -0.05
H -4.019 -3.944 30.087 0.092 0.341 0.522 0.22
H -6.459 -4.796 30.434 -0.061 0.248 -0.126 0.26
H -5.748 -6.362 30.496 -0.343 -0.392 -0.780 0.59
H -6.243 -3.286 28.530 0.356 -0.063 0.188 -0.01
H -6.072 -3.938 26.917 0.154 -0.181 -0.031 -0.18
H -4.575 -3.685 27.873 -0.250 -0.060 0.235 0.42
H -7.947 -5.114 28.313 0.170 -0.050 0.165 -0.08
H -7.378 -6.688 28.988 -0.260 0.179 0.174 0.11
H -7.526 -5.808 26.189 0.372 -0.395 -0.663 -0.50
H -7.829 -7.468 26.797 -0.212 0.326 0.233 0.62
H -5.307 -6.622 25.781 0.248 -0.191 -0.022 0.36
H -5.534 -8.142 26.653 -0.245 0.114 0.029 0.22
H -3.955 -5.973 27.705 0.022 -0.268 -0.441 0.40
H -4.683 -7.226 28.680 -0.385 0.001 -0.017 0.18
P -8.168 -9.648 30.314 -0.479 0.012 -0.438 1.34
F -7.067 -10.603 31.000 -0.298 -0.465 0.013 -0.42
F -6.888 -9.106 29.419 -0.679 1.251 -0.110 -0.29
F -8.481 -10.683 29.038 0.407 0.186 1.395 -0.42
F -9.285 -8.651 29.607 1.143 -0.037 0.113 -0.33
F -9.298 -10.275 31.236 -0.415 -0.569 -0.323 -0.35
F -7.955 -8.503 31.473 0.636 -0.061 -0.877 -0.39
Cl -6.549 -13.134 25.907 -0.077 -0.137 -0.552 -0.23
C -6.464 -12.675 27.612 -0.613 -1.238 0.505 -0.33
C -5.638 -11.445 27.798 0.461 0.272 0.584 -0.05
Cl -3.888 -11.710 27.333 -0.590 0.016 -0.077 -0.22
H -6.160 -13.568 28.158 0.983 0.199 -0.100 0.39
H -7.488 -12.651 27.982 -0.039 1.153 -0.210 0.20
H -5.568 -11.137 28.841 -0.356 -0.134 -0.091 0.07
H -6.025 -10.611 27.212 0.139 -0.170 -0.026 0.16
Cl -4.335 -0.865 27.913 -0.206 -0.146 0.245 -0.14
C -3.546 -0.370 26.400 0.083 0.978 -0.228 -0.36
C -2.692 -1.494 25.896 0.049 -1.052 0.110 -0.11
Cl -1.793 -1.095 24.378 -0.429 -0.066 0.805 -0.21
H -2.946 0.501 26.662 0.068 -0.095 -0.109 0.42
H -4.327 -0.029 25.720 0.108 -0.336 -0.096 0.18
H -3.277 -2.398 25.726 -0.268 0.317 -0.482 -0.19
H -2.028 -1.817 26.698 0.584 0.455 -0.260 0.44
Cl -1.994 -8.458 27.016 0.552 0.901 -1.459 -0.17
C -2.137 -8.977 28.656 0.231 -1.398 0.763 0.12
C -1.178 -8.345 29.661 0.193 0.747 -0.976 -0.34
Cl 0.597 -8.598 29.208 -1.248 -0.158 0.383 -0.21
H -1.949 -10.050 28.620 -0.151 0.012 0.195 0.36
H -3.207 -8.846 28.816 0.224 0.043 1.021 -0.24
H -1.367 -8.706 30.672 0.216 -0.081 -0.178 0.40
H -1.276 -7.261 29.606 -0.044 -0.034 0.303 0.15
C -8.266 -2.105 26.981 0.414 0.887 -0.564 -0.63
O -8.077 -3.067 26.015 0.636 -1.804 -1.386 1.06
C -7.841 -2.733 24.629 -0.042 -0.445 0.417 -0.49
C -6.597 -1.939 24.299 0.107 -0.012 0.585 -1.01
O -5.457 -2.707 24.600 0.879 -0.402 -0.054 0.09
C -5.088 -3.665 23.574 -0.490 0.676 0.855 -0.94
H -7.321 -1.571 27.081 -0.114 0.755 0.321 0.36
H -8.464 -2.588 27.938 -0.359 -0.080 -0.131 -0.57
H -9.088 -1.485 26.622 -0.109 0.605 0.706 0.39
H -8.709 -2.238 24.194 -0.325 -0.125 -0.052 0.30
H -7.658 -3.732 24.233 -0.639 0.091 -0.425 0.22
H -6.624 -1.032 24.902 0.509 0.096 0.229 0.27
H -6.489 -1.601 23.268 -0.719 -0.102 -0.304 0.45
H -4.233 -4.198 23.991 -0.064 -0.029 -0.274 0.25
H -4.844 -3.174 22.632 0.224 0.187 0.041 0.34
H -5.912 -4.348 23.372 0.040 -0.229 0.077 0.35
C -7.934 -2.343 31.322 -1.182 -0.765 0.900 -0.61
O -8.835 -3.466 31.080 1.044 0.895 0.083 -0.26
C -10.140 -3.010 30.665 0.884 -1.199 -0.233 -0.39
C -11.052 -4.241 30.563 0.617 0.114 -0.178 -0.87
O -10.778 -5.047 29.398 -0.576 0.566 0.536 -0.29
C -11.323 -6.373 29.472 0.740 -0.495 0.488 -1.03
H -8.366 -1.768 32.140 -0.297 0.589 -0.237 0.42
H -7.751 -1.722 30.445 -0.110 -0.026 -0.146 0.28
H -6.996 -2.644 31.789 0.074 -0.704 -0.570 0.00
H -9.963 -2.499 29.719 -0.670 0.183 -0.201 0.21
H -10.549 -2.334 31.416 -0.093 0.166 0.012 0.49
H -12.091 -3.919 30.636 -0.229 0.015 -0.527 0.41
H -10.877 -4.814 31.474 0.198 -0.323 0.018 0.42
H -10.756 -6.938 30.212 -0.132 0.015 0.238 0.38
H -11.134 -6.914 28.545 -0.036 0.461 -0.177 0.20
H -12.384 -6.438 29.714 -0.122 0.480 -0.042 0.38
C -10.322 -5.089 24.543 -1.225 0.357 -1.434 -0.37
C -10.625 -4.662 25.775 1.373 -0.591 1.718 0.28
C -11.473 -3.440 26.066 -0.835 0.428 0.001 0.74
O -11.703 -2.961 27.171 0.947 -1.129 -0.466 -0.55
C -12.021 -2.801 24.896 0.773 -0.554 -1.942 -0.90
C -11.748 -3.274 23.636 -1.462 2.282 0.047 0.39
C -11.003 -4.507 23.316 2.411 -2.315 0.654 0.55
O -10.818 -4.995 22.188 -0.998 1.714 1.929 -0.63
O -12.137 -2.512 22.579 0.037 -0.491 0.778 -0.54
O -10.038 -5.249 26.861 -0.631 0.488 -2.035 -0.23
H -9.650 -5.920 24.384 -0.052 -0.099 0.038 0.56
H -12.504 -1.846 25.042 -0.199 -0.062 -0.144 0.44
H -11.984 -3.022 21.779 0.156 -0.285 -0.486 0.33
H -10.394 -4.807 27.635 -0.289 0.254 1.317 0.09
```
Positions in Å, forces in eV/Å.

***

# 2
Entry from OMol25: an isolated molecule of CH2NOP at a distorted geometry (ωB97M-V with the def2-TZVPD basis set).

* gap between HOMO and LUMO: 10.2 eV
* ΔE to the lowest compared entry with this formula, charge and spin: 0.223 eV
* HOMO level: -9.69 eV
* total energy: -510.63731 hartree

```
6
Properties=species:S:1:pos:R:3:forces:R:3:mulliken_charge:R:1
C -1.247 0.693 -0.521 1.256 1.215 -0.619 0.50
N -0.149 0.350 -0.196 0.260 -0.581 0.737 -0.19
O -2.082 1.328 -0.988 -2.347 0.344 -0.402 -0.37
P 0.547 -1.043 0.430 0.529 -0.160 2.044 -0.07
H 1.666 -0.898 -0.335 1.120 -0.230 -0.601 0.06
H 1.265 -0.431 1.610 -0.817 -0.589 -1.159 0.07
```
Positions in Å, forces in eV/Å.